{"formula": "C3H6ClNO3", "method": "ωB97M-V/def2-TZVPD", "elements": ["H", "H", "C", "O", "H", "N", "H", "H", "O", "Cl", "C", "H", "C", "O"], "positions_angstrom": [[1.7129, -0.0254, 0.8002], [0.4254, 1.2953, 0.2187], [-1.6834, -0.1704, -0.0445], [-2.9295, 1.6921, -0.5647], [1.0882, -0.0667, -0.9544], [-2.1130, 1.2157, 0.2110], [-0.0929, -1.6797, 0.3028], [-0.4796, -0.6878, 1.6745], [-1.2389, -0.1067, -1.8180], [-2.9596, -1.3507, 0.1186], [0.8571, 0.2043, 0.1398], [-0.8204, -0.9611, -1.8617], [-0.3458, -0.6292, 0.6281], [-1.6623, 1.7457, 1.2184]], "forces_ev_per_angstrom": [[-0.337, 0.571, -0.420], [1.906, -1.783, -0.266], [2.902, -2.200, -3.969], [1.079, -0.470, 0.980], [-0.259, 0.675, 1.856], [-1.383, 1.142, -0.200], [-0.991, 0.795, 0.248], [-0.101, 0.344, 1.215], [-1.777, 0.750, 4.332], [0.212, 0.798, -0.004], [-1.397, 1.326, -0.512], [0.295, -0.738, -0.108], [0.073, -0.814, -2.410], [-0.223, -0.397, -0.744]], "lowdin_charge": [0.08, 0.10, -0.62, 0.11, 0.09, -0.39, 0.12, 0.09, -0.11, 0.76, -0.10, 0.02, -0.26, 0.09], "multiplicity": 1, "e_above_lowest_kcal_mol": 104.5, "largest_force_ev_per_a": 5.39}


{"formula": "C3H6ClNO3", "method": "ωB97M-V/def2-TZVPD", "elements": ["H", "N", "C", "O", "H", "Cl", "H", "H", "O", "O", "H", "H", "C", "C"], "positions_angstrom": [[-0.4472, 0.0837, -1.3598], [0.2011, -1.8389, 0.4073], [-0.7975, 0.3333, -0.3465], [2.1016, -0.7599, -0.8981], [-1.1629, 2.0767, 0.8816], [0.7443, 0.2386, 1.9451], [-1.8138, -0.0834, -0.2905], [-1.4698, 2.3106, -0.8439], [0.8880, -2.4348, 1.2056], [-0.4419, -2.3240, -0.4962], [2.7752, -1.2658, -0.4346], [0.1918, 2.2393, -0.2456], [-0.8094, 1.8355, -0.1213], [0.0407, -0.4110, 0.5969]], "forces_ev_per_angstrom": [[0.040, -0.140, 0.293], [-0.067, -1.100, 0.339], [-0.250, 0.221, -0.187], [-1.942, 0.794, 0.576], [-0.009, 0.078, -0.058], [-0.355, -0.034, 0.133], [0.090, -0.092, 0.040], [0.012, -0.020, -0.002], [-0.004, -0.247, 0.155], [-0.176, 0.050, -0.137], [0.015, -0.140, 0.435], [0.062, 0.079, -0.009], [-0.031, -0.028, 0.108], [2.614, 0.579, -1.687]], "lowdin_charge": [0.14, -0.46, -0.24, -0.22, 0.07, 0.93, 0.15, 0.08, 0.04, 0.10, -0.04, 0.08, -0.11, -0.53], "multiplicity": 1, "e_above_lowest_kcal_mol": 152.5, "largest_force_ev_per_a": 3.16}


{"formula": "C3H6ClP", "method": "ωB97M-V/def2-TZVPD", "elements": ["H", "H", "C", "H", "H", "Cl", "C", "H", "C", "H", "P"], "positions_angstrom": [[-1.8234, 1.6310, 2.5122], [-1.9927, -1.3985, -0.3574], [-0.8928, -1.1243, -0.3565], [-2.0014, 1.0822, 1.9792], [-0.9702, 0.9424, -0.5046], [1.7384, 1.8762, -0.7790], [-0.4011, 0.0657, -0.4084], [-0.3147, -1.9555, -0.3540], [1.1092, 0.2100, -0.5800], [3.3342, -0.2472, -0.5083], [2.2146, -1.0820, -0.6431]], "forces_ev_per_angstrom": [[-0.328, -0.970, -0.950], [1.327, 0.877, 0.091], [-4.439, -0.715, 0.124], [0.324, 0.976, 0.971], [-0.684, 1.050, 0.114], [-0.830, -0.803, 0.343], [3.176, 1.299, -0.992], [1.944, -2.397, 0.118], [0.003, 0.160, 0.134], [0.262, 0.044, -0.286], [-0.755, 0.479, 0.335]], "lowdin_charge": [0.03, 0.10, -0.04, 0.01, 0.06, 0.50, -0.29, -0.01, -1.01, -0.16, 0.81], "multiplicity": 1, "e_above_lowest_kcal_mol": 56.9, "largest_force_ev_per_a": 4.50}


{"formula": "C3H6CuO4", "method": "ωB97M-V/def2-TZVPD", "elements": ["O", "O", "C", "H", "H", "H", "Cu", "O", "H", "O", "H", "H", "C", "C"], "positions_angstrom": [[-1.2230, 0.4905, 1.4352], [1.6500, -0.8909, 0.4072], [2.1194, 0.0488, -0.5924], [2.0371, 1.0760, -0.1809], [4.2237, 0.6861, -0.9680], [1.4374, -0.0839, -1.4478], [-0.0880, -0.9471, 0.8605], [-1.0757, -0.2286, -0.6294], [2.3717, -1.4310, 0.7463], [-2.3804, 1.5405, -0.1403], [-2.5081, 1.5311, -1.0985], [3.8932, -1.1664, -1.1548], [-1.5499, 0.5825, 0.2178], [3.5372, -0.1583, -0.9394]], "forces_ev_per_angstrom": [[0.050, -0.738, -0.031], [1.802, -0.977, 0.234], [0.587, 1.512, -0.753], [-0.395, -0.627, -0.166], [-0.231, -0.334, -0.043], [0.228, 0.125, 0.206], [-1.495, 0.382, 0.682], [0.282, -0.585, -0.034], [0.266, -0.039, -0.012], [0.543, -0.457, 0.393], [-0.086, -0.031, -0.165], [0.010, 0.324, -0.065], [-1.682, 1.871, -0.349], [0.122, -0.427, 0.104]], "lowdin_charge": [0.07, -0.13, -0.25, 0.14, 0.08, 0.13, 0.92, 0.05, 0.13, 0.22, 0.16, 0.08, -0.71, 0.11], "s_squared": 2.01, "multiplicity": 3, "e_above_lowest_kcal_mol": 0.0, "largest_force_ev_per_a": 2.54, "total_charge": 1}